258
Properties=species:S:1:pos:R:3:forces:R:3:lowdin_charge:R:1 method="wB97M-V/def2-TZVPD" charge=+4 gap_ev=5.79 multiplicity=1 total_energy_ev=-138732.516
H -18.366 8.935 -9.276 0.3506 0.6377 0.2115 0.124
H -11.584 13.621 -5.568 0.5851 -0.1145 -0.2958 0.118
C -13.217 16.835 -7.501 1.4963 -0.8141 -0.5363 0.046
H -16.290 15.307 -7.950 0.8449 0.4087 0.0574 0.083
H -18.507 13.409 5.605 -0.0783 0.0455 -0.2336 0.134
N -11.609 7.999 -5.311 -0.0225 0.0222 -0.3848 -0.189
C -19.864 16.517 -0.457 -1.6615 0.0711 -0.4900 -0.094
O -15.587 13.869 -0.199 2.4403 -0.0791 -0.8955 -0.037
H -22.957 8.229 0.431 0.2050 -0.2529 -0.1434 0.117
H -16.498 14.113 4.006 -0.5776 0.0872 0.4979 0.113
N -23.481 14.649 0.934 -3.2955 1.5021 2.1868 -0.749
C -15.907 15.206 -4.864 -0.2207 1.3788 -0.5495 -0.133
H -18.041 15.826 -4.286 0.3584 0.2570 -0.0291 0.108
H -19.716 14.407 -3.591 -0.0674 -0.0407 -0.9757 0.102
H -17.886 8.991 -2.397 -0.2094 -0.1465 -0.0972 0.080
H -14.967 9.419 -1.900 0.1338 0.2009 0.3867 0.114
H -13.781 5.914 -1.844 -0.0599 -0.1930 -0.0592 0.082
H -11.674 14.160 -7.845 -0.3619 0.1964 -0.4053 0.111
H -26.565 11.735 -1.863 0.1386 0.0758 -0.0223 0.128
H -12.024 9.079 -3.561 0.2142 0.0814 0.1010 0.136
H -16.088 17.792 -8.290 0.3563 -0.4353 -0.0130 0.106
H -15.848 7.447 -7.042 -0.0088 -0.2131 0.1501 0.076
H -11.904 11.563 -4.263 -0.0160 0.3247 0.1406 0.083
O -22.522 9.018 -4.348 -2.0837 -0.6965 0.2670 -0.008
H -16.283 15.718 -9.639 -0.2570 0.5150 -0.1435 0.126
H -15.430 15.117 -5.840 -0.2655 -0.4774 -0.2764 0.081
H -20.382 17.406 -0.818 0.3311 0.5538 0.0481 0.104
H -10.751 18.228 -8.252 -0.1527 -0.1780 0.0742 0.106
C -11.781 6.436 -7.184 -0.0830 -1.0744 -0.3189 -0.151
H -19.406 18.523 -7.316 -0.1305 -0.4007 0.0741 0.090
O -18.013 14.935 -8.747 -0.6231 1.0358 -0.3031 -0.060
C -17.970 17.780 -0.092 0.3698 0.1587 0.0984 -0.172
H -16.085 10.098 0.582 0.6979 0.8617 -0.5421 0.113
H -15.297 16.939 1.197 -0.4165 0.0265 0.5754 0.164
H -22.371 9.535 -0.618 -0.6786 0.3343 0.0974 0.105
C -17.772 9.316 -1.362 -0.0818 0.0854 -0.6252 -0.038
C -24.496 14.699 -4.391 -0.4936 0.4244 0.4557 -0.075
C -10.248 8.761 -5.608 -1.7361 -0.5702 -0.8414 0.087
H -20.722 10.839 0.897 -0.1959 0.1578 -0.0869 0.047
C -24.515 6.050 -0.403 0.8902 1.0427 0.1643 0.022
O -20.829 10.074 -5.042 0.7476 1.6590 -2.3343 -0.022
O -22.795 14.483 -0.018 3.2419 -1.2167 -4.5395 -0.045
H -24.760 11.950 -5.537 -0.4770 0.2606 -0.2777 0.136
N -24.416 13.191 -3.905 1.6446 0.8231 0.4361 -0.214
H -17.240 17.384 -7.071 -0.3837 -0.5241 -0.0928 0.126
H -17.700 9.083 -4.988 -0.7547 -0.1190 0.5341 0.063
O -24.655 14.911 0.894 -4.2882 0.3327 -3.0174 -0.019
C -18.853 13.811 -3.294 -0.5318 0.6372 -0.0993 -0.104
H -22.845 5.816 -2.412 0.1718 1.0455 -0.1506 0.105
H -18.510 18.590 -0.581 0.2100 0.4260 0.0190 0.138
H -16.657 5.918 -7.467 -0.6621 0.3525 -0.6736 0.117
H -9.865 8.256 -6.494 0.0134 0.1104 -0.0555 0.106
C -16.036 7.354 -11.342 0.0429 0.4860 0.9375 -0.128
H -14.983 18.407 -1.845 -0.0889 0.1727 0.0020 0.097
H -16.811 9.683 -7.107 0.5279 -0.5980 0.1220 0.076
H -12.049 15.352 -4.146 0.1211 0.0021 1.4763 0.027
H -21.071 12.150 3.664 -0.5627 0.1886 -0.2726 0.107
H -16.097 16.027 0.073 0.4971 -1.1923 -0.3037 0.107
H -10.868 15.651 -9.815 -0.0403 -0.4316 0.6221 0.117
H -22.861 11.701 -4.059 0.0429 0.0679 0.5590 0.086
H -23.471 5.856 -0.157 -0.0300 0.2765 0.1488 0.105
C -11.289 14.978 -7.236 -1.3833 -1.2662 -0.0616 -0.078
O -21.010 15.463 -5.687 -0.9085 -3.3458 -1.4359 -0.055
H -11.024 6.542 -7.961 0.1973 0.0360 0.3302 0.127
H -13.364 11.369 -3.279 0.0311 0.0336 0.0472 0.081
H -11.835 17.049 -9.869 -0.3760 0.0055 -0.0972 0.097
H -23.972 13.109 -1.816 0.0696 -0.3513 0.0990 0.112
H -16.983 7.474 -0.639 0.1477 0.0575 0.5778 0.142
H -20.541 15.444 3.074 -0.1891 -0.0290 0.0571 0.115
H -26.227 12.847 -4.909 0.1616 0.0143 -0.1743 0.141
C -18.033 8.348 -8.420 1.4546 0.5337 0.3825 -0.061
H -15.465 8.546 0.996 0.5783 0.1725 0.2134 0.158
H -13.525 17.554 -8.261 0.2848 -0.0363 -0.0532 0.090
H -9.474 8.666 -4.846 -0.7032 0.0970 0.4240 0.112
C -16.518 13.104 -4.100 -0.2826 -2.0835 0.9927 -0.123
H -16.587 8.037 -11.988 0.1102 -0.3229 -0.3022 0.126
C -17.467 15.175 -4.945 0.0512 -1.2113 -0.1337 -0.033
H -23.523 17.427 -4.806 0.3339 0.4209 0.3016 0.058
H -24.159 8.764 -2.458 0.6919 0.5785 0.2788 0.105
C -20.719 12.188 2.633 1.9887 0.3210 0.0117 -0.180
H -25.482 13.765 -2.184 -0.2482 -0.1073 0.0007 0.135
O -14.418 7.676 -1.023 0.6173 -0.3200 0.0563 -0.191
O -21.309 17.540 -5.913 -1.0962 1.9507 -1.2906 -0.025
O -20.311 16.756 -4.223 1.1467 0.8239 2.7958 -0.057
H -25.018 6.598 0.393 0.0230 -0.2273 0.0480 0.117
C -20.221 12.647 -1.465 0.5711 0.3637 -1.6848 -0.039
H -19.917 12.068 -3.629 -0.4831 -0.4009 0.3965 0.075
C -22.766 8.519 -0.602 1.3474 -0.9130 -2.6419 -0.155
H -22.312 11.033 1.759 0.0988 0.1541 -0.2898 0.086
H -11.815 6.373 -3.910 -0.0636 0.0814 -0.1386 0.122
C -15.491 14.129 -3.894 -0.3455 1.6060 0.7735 -0.154
C -19.367 12.478 -2.782 0.2452 -0.3686 0.2690 -0.204
N -18.491 13.455 3.405 0.5178 0.7505 1.3139 -0.224
O -15.304 11.751 -7.450 -0.0696 0.1663 -0.4900 -0.082
H -16.656 12.533 -3.181 -0.3548 0.0512 0.0949 0.115
N -11.776 16.316 -7.914 1.3170 -0.2280 0.4697 -0.258
O -11.475 15.598 -4.876 0.4932 -0.1431 -1.6015 -0.055
O -14.071 13.276 -8.383 -1.0244 4.1215 -0.2743 -0.033
H -14.452 13.803 -3.934 -0.2141 -0.0141 -0.1326 0.100
C -25.987 6.973 -2.070 -0.2094 0.0238 -0.3155 0.001
C -19.436 18.073 -8.308 1.2933 -0.5927 0.3470 0.032
C -25.314 12.303 -4.667 -0.4699 -1.0935 0.0272 -0.101
H -17.804 7.432 -5.596 0.6283 -0.0148 -0.3664 0.061
H -14.096 7.598 -10.268 -0.0324 -0.1650 -0.3543 0.116
H -23.964 6.614 -3.677 0.6511 0.2646 0.1900 0.108
C -25.569 11.600 -2.285 0.4285 0.0103 -0.7352 -0.130
H -18.291 20.405 -9.323 -0.2968 -0.6091 -0.3058 0.108
H -17.965 20.104 -7.678 0.1403 -0.4807 0.1615 0.102
H -19.333 16.702 3.058 0.1076 -0.0510 -0.1205 0.119
O -15.236 11.737 -0.785 2.2460 -0.6802 -0.7910 -0.018
H -12.673 15.473 -9.703 0.2018 -0.1439 0.2499 0.101
H -16.539 13.006 2.728 -0.0673 -0.5900 -0.0166 0.090
C -17.771 9.168 -7.066 -1.1990 -0.7324 -1.8311 -0.192
H -20.723 11.745 -1.113 0.2016 -0.1198 -0.3602 0.054
H -14.643 16.898 -0.223 0.6894 -0.7810 -1.0961 0.107
N -11.959 15.420 -1.592 -0.1800 -0.8509 -0.0035 -0.659
H -19.151 14.410 1.596 0.6109 -0.0317 -0.1739 0.117
H -13.486 12.150 -4.867 0.1590 0.0558 0.0592 0.055
C -12.976 11.372 -4.298 0.3341 -0.7066 -0.1153 -0.066
H -15.638 14.563 -2.904 0.3082 -0.0890 0.2790 0.115
H -20.990 13.370 -1.739 -0.1766 0.1475 0.6125 0.049
C -17.021 13.212 3.684 -0.2684 -0.1648 -0.9729 0.011
C -17.672 19.781 -8.677 -0.4517 -0.0753 0.5241 0.009
H -12.294 8.618 -7.241 0.2987 -0.2468 -0.2815 0.127
H -18.311 15.872 5.113 0.0648 0.0077 -0.0242 0.122
H -24.308 5.147 -2.837 -0.8294 0.2206 0.4092 0.107
C -13.222 10.046 -5.035 -0.6436 0.2133 -0.2625 -0.227
C -21.228 10.970 1.854 0.4727 -0.1043 0.9189 -0.089
N -17.861 13.739 -4.504 0.6749 -0.5053 0.3580 -0.153
H -16.170 9.738 -9.732 -0.8044 -0.4573 -0.1243 0.134
O -23.083 14.652 2.053 4.8471 -0.9407 5.0474 -0.036
N -15.882 12.658 -0.317 -0.5543 2.8834 0.2683 -0.635
H -19.590 13.036 -0.666 -0.0520 0.1129 -0.0106 0.061
H -24.965 5.071 -0.574 -0.2902 0.4001 -0.3680 0.112
H -24.186 15.497 -2.517 -0.0500 0.5009 0.4160 0.092
H -19.456 12.984 -5.798 -0.2437 0.3226 0.7166 0.103
H -21.032 10.086 2.460 0.0314 -0.2769 -0.0890 0.075
H -20.114 13.480 4.775 0.2262 -0.2736 0.2829 0.118
H -13.229 17.321 -6.525 0.4047 -0.3748 0.0005 0.108
H -18.535 11.791 -2.629 0.0261 -0.0765 0.2131 0.072
H -19.520 16.987 -8.262 -0.5641 0.1472 0.1570 0.096
H -17.063 8.964 1.165 -0.1511 -0.1456 0.5912 0.156
H -16.956 18.338 -10.767 0.0192 -0.5562 -0.0040 0.109
C -11.830 14.639 -5.869 -0.7832 1.6512 0.9994 -0.240
H -15.163 6.415 -8.296 -0.0340 -0.1396 0.0424 0.091
H -18.823 7.596 -8.417 0.3646 -0.4439 0.7933 0.131
C -17.037 17.277 -8.137 -0.3018 0.6131 -1.7332 -0.046
H -26.061 7.355 -3.089 0.1081 -0.1450 -0.0067 0.111
H -25.007 10.906 -1.660 -0.0973 0.1571 0.0660 0.088
H -10.216 14.789 -7.274 0.1547 1.2051 -0.1165 0.143
H -12.919 10.193 -6.072 -0.0434 -0.0956 -0.0816 0.085
H -16.638 19.150 -1.983 0.2726 -0.0502 -0.6358 0.103
H -13.865 15.961 -7.555 0.0402 0.0053 0.1333 0.068
H -17.931 14.330 -9.488 -0.0284 -0.0286 -0.0970 0.101
H -12.167 4.922 -5.670 0.0528 -0.0667 -0.1520 0.119
C -15.358 8.413 -1.745 -1.1488 1.2960 1.9986 -0.187
H -16.657 5.881 -9.932 -0.2324 -0.0725 -0.0209 0.123
H -16.157 12.348 -4.797 -0.5628 0.2860 -0.7317 0.118
C -24.072 8.380 -1.442 0.1110 -0.7677 1.2348 -0.087
H -10.521 9.783 -5.874 0.2186 -0.0289 0.2201 0.101
H -26.347 5.946 -2.003 0.0094 0.1540 -0.3186 0.109
C -23.761 15.730 -3.493 -1.0355 -1.0943 1.0708 -0.208
H -18.509 14.494 -2.517 1.2085 -0.3488 0.0916 0.128
H -15.540 6.030 -1.552 -0.0124 -0.1794 -0.2031 0.088
H -26.562 10.599 -3.918 0.1713 0.0501 -0.4666 0.121
H -13.413 7.525 -6.512 0.0306 0.2931 0.9304 0.118
C -19.089 13.850 4.796 -1.0405 0.4396 -1.0215 -0.055
H -13.332 8.096 -3.979 -0.1027 -0.3190 -0.6714 0.111
H -21.029 13.095 2.113 -0.3032 0.2022 0.3142 0.087
N -15.549 16.863 0.222 -1.4610 1.3696 0.2973 0.258
N -20.923 16.596 -5.265 1.3300 0.2674 -0.0882 -0.686
C -12.618 8.787 -4.426 1.9309 0.1160 1.0628 -0.103
O -16.999 12.429 0.062 -4.4314 -2.3249 1.7437 -0.061
N -16.702 7.705 -8.927 -0.9900 0.1178 -0.2817 -0.205
H -14.462 5.705 -0.227 0.2322 0.4812 0.2197 0.101
C -14.552 6.265 -1.157 -0.2005 -0.2259 -0.4810 -0.069
H -10.668 17.607 -6.551 -0.8118 0.1671 0.0092 0.104
H -16.961 12.412 4.422 0.3023 0.0623 -0.2480 0.108
H -17.882 15.269 -5.949 0.1203 0.2109 0.0074 0.105
H -20.264 18.544 -8.838 0.5470 0.0056 -0.5529 0.120
H -18.562 12.155 1.859 -0.5550 0.0615 -0.6135 0.090
N -14.311 12.128 -8.137 0.6696 -1.6755 1.2864 -0.647
C -14.968 8.146 -10.625 -0.0836 1.6783 0.8036 -0.165
C -16.641 8.499 -0.786 0.8427 0.9090 -1.1810 -0.226
C -23.985 17.218 -3.841 -0.3737 -0.4954 -0.4088 -0.063
H -25.021 17.537 -3.948 -0.4252 -0.7433 -0.1578 0.077
C -11.373 5.623 -5.929 -0.3200 -0.2111 -0.4520 -0.121
H -22.719 15.452 -3.331 0.2366 0.3661 -0.5804 0.086
H -17.651 15.179 2.339 0.1242 -0.6755 -0.2209 0.121
H -17.576 10.386 -1.434 0.2400 -0.0326 0.4219 0.056
H -18.302 11.818 -5.176 0.1796 -0.0434 -0.6424 0.088
H -18.746 9.152 -0.901 0.0793 -0.0204 0.2014 0.089
H -26.647 7.585 -1.457 0.5315 0.0999 0.3758 0.115
C -19.140 12.212 2.782 0.3490 -0.0155 -0.6487 -0.099
N -24.530 6.951 -1.648 -1.3539 -2.5990 0.5347 -0.323
H -16.665 20.159 -8.850 0.3296 -1.0060 -0.1364 0.103
H -18.250 16.984 -10.598 0.4088 0.1286 -0.1214 0.100
H -18.734 11.347 3.308 -0.3926 0.0155 0.6801 0.124
O -18.473 16.574 -0.640 1.1673 -0.0111 0.1651 -0.180
C -18.398 12.819 -5.598 -1.2901 0.6683 0.3967 0.026
C -25.608 11.092 -3.731 0.1659 0.0518 -0.2950 -0.133
H -17.993 6.821 -10.527 -0.1027 0.4993 0.5491 0.136
N -21.402 9.460 -4.174 0.7580 -0.0080 -0.5789 -0.644
H -20.061 15.741 5.330 0.2031 -0.2223 0.3444 0.135
H -14.684 9.003 -11.236 0.7011 -0.3215 -0.1512 0.130
C -19.211 15.376 4.753 0.2191 -0.2365 0.5507 -0.143
O -12.788 16.244 -1.207 -1.8783 1.5570 0.3605 -0.071
H -20.352 15.770 -1.082 0.6247 -0.5075 0.1268 0.079
H -9.666 16.918 -7.651 -0.2560 -0.3723 -0.9044 0.107
C -17.937 18.013 -10.419 -0.7090 0.6713 1.6729 0.040
H -12.617 5.893 -7.624 0.2056 -0.0195 -0.4350 0.107
H -14.305 9.926 -5.057 -0.1253 -0.2192 -0.3093 0.101
C -16.454 18.025 -0.295 1.0435 -0.3641 0.3514 -0.261
H -22.780 12.959 -5.219 -0.0717 0.1784 -0.0381 0.106
H -23.704 17.891 -3.031 0.8659 -0.2633 -0.1618 0.085
N -17.996 18.264 -8.872 -0.5708 1.1748 -1.2311 -0.299
O -10.878 15.348 -1.111 2.7737 0.4578 1.6131 0.049
H -16.375 17.387 -2.286 -0.0310 0.1875 -0.4762 0.079
C -15.667 8.816 -9.442 -0.1128 -0.7819 0.6632 -0.068
H -15.530 6.551 -11.879 -0.7146 -0.1079 -0.1856 0.131
H -16.074 18.891 0.246 -0.6744 0.0394 0.4266 0.155
H -15.014 9.196 -8.657 0.0719 -0.5480 0.3197 0.098
H -10.163 6.571 -4.483 -0.1632 0.6552 0.2029 0.130
C -19.497 15.654 3.308 -0.2439 0.1616 -0.7479 -0.166
H -19.236 8.319 -5.735 0.0354 0.6903 0.5230 0.069
H -24.189 14.800 -5.432 0.3622 -0.7638 -0.0299 0.133
C -11.210 6.607 -4.786 0.1302 0.2895 0.3149 -0.090
H -18.210 17.851 0.969 -0.0521 -0.1190 0.2961 0.123
C -11.798 16.057 -9.418 -0.0027 1.1769 0.1745 0.000
H -25.559 14.940 -4.403 -0.1162 -0.0930 0.2800 0.128
C -18.154 8.452 -5.752 0.4334 0.0930 -0.9019 -0.089
H -15.591 8.100 -2.763 -0.3457 -0.8199 0.1369 0.122
H -24.783 10.395 -3.882 -0.1570 -0.2802 -0.0677 0.077
O -21.693 7.713 -1.204 -1.5797 -0.4918 2.2834 -0.108
C -16.879 15.792 -8.729 0.1674 0.1007 1.9055 -0.208
C -16.057 18.265 -1.724 -0.6305 -0.4496 -0.0286 -0.033
H -20.200 16.371 0.569 0.3280 -0.1372 0.2318 0.084
O -12.244 14.590 -2.469 -1.6050 -0.9774 -2.1359 -0.091
O -13.439 11.340 -8.495 0.3230 -2.6197 -0.2416 -0.050
C -16.096 6.767 -7.857 1.0334 1.8956 -0.5494 0.026
H -21.385 8.176 -1.987 0.2333 0.8126 -0.8607 0.000
C -10.666 17.351 -7.611 -0.3149 -0.1712 0.6811 0.021
C -18.617 14.700 2.501 -1.1689 0.1284 0.6558 -0.077
C -16.958 6.895 -10.195 0.5749 -1.6572 -0.5371 -0.104
H -18.674 18.693 -10.846 0.0012 -0.1381 -0.0033 0.105
H -12.920 14.659 -5.848 -0.3975 -0.3249 -0.7262 0.095
H -18.404 10.047 -7.181 -0.4892 -0.0909 0.2587 0.101
H -18.012 13.019 -6.598 1.1325 -0.1970 0.4523 0.097
H -22.195 13.362 -3.640 -0.6021 -0.0783 0.4590 0.083
N -16.223 9.098 0.621 -1.4238 -1.6077 -1.8581 0.268
C -23.846 6.126 -2.710 0.3308 -0.3055 -0.4505 -0.002
C -24.849 12.913 -2.433 0.7679 2.7060 0.4110 -0.070
C -22.958 12.782 -4.158 -0.6320 -0.4063 -0.9757 0.033
H -10.470 5.038 -6.102 -0.0731 0.0964 0.0639 0.129
H -24.833 8.772 -0.767 -0.3319 0.3322 -0.3841 0.123
C -12.347 7.701 -6.654 0.3411 1.1398 0.5556 -0.119
H -15.548 16.172 -4.512 -0.2131 0.1883 0.1244 0.111
O -20.771 9.271 -3.138 0.6698 -0.7114 2.6499 -0.044